Computed, not measured: a structure of composition C4H8AlFKO3, with wB97M-V/def2-TZVPD.

ΔE to the lowest compared entry with this formula, charge and spin = 0.051 eV
E_HOMO = -0.829 hartree
net charge = +3
F_max = 7.63 eV/Å

XYZ file:
```
18
C4H8AlFKO3 (wB97M-V/def2-TZVPD)
Al 1.2262 -2.3626 -0.7676
K -0.6615 -3.9521 0.9077
F -0.7745 -2.1354 -0.1116
C -1.6718 1.1860 -1.7798
C -1.4561 -0.0293 -0.8424
O -0.8042 0.3769 0.3113
C 0.4449 0.0804 0.5309
O 1.2240 -0.5680 -0.1614
O 0.8039 0.8045 1.6773
C 2.2446 0.8017 2.0569
H -1.8524 0.9035 -2.8170
H -0.8280 1.8738 -1.8349
H -2.5167 1.7884 -1.4463
H -0.9154 -0.7646 -1.4382
H -2.4395 -0.4150 -0.5736
H 2.4777 0.7418 3.1200
H 2.6889 1.6748 1.5791
H 2.8099 -0.0046 1.5896
```


Computed, not measured: the molecule C2H4ClN, with wB97M-V/def2-TZVPD.

ΔE to the lowest compared entry with this formula, charge and spin = 1.675 eV
structure (SMILES) = C/C=N/Cl
E_HOMO = -0.369 hartree
F_max = 3.93 eV/Å

XYZ file:
```
8
C2H4ClN (wB97M-V/def2-TZVPD)
C -0.2537 -1.1050 -0.3076
C 0.1052 0.3712 0.1972
N -0.0371 1.5396 -0.3376
Cl 0.6147 2.8535 0.5438
H 0.3637 -1.7144 0.3110
H -1.3724 -1.0632 -0.1025
H -0.0657 -1.3091 -1.3935
H 0.6453 0.4274 1.0892
```


Computed, not measured: a structure of composition C5H8CuLiO3, with wB97M-V/def2-TZVPD.

2S+1 = 3
ΔE to the lowest compared entry with this formula, charge and spin = 2.616 eV
E_HOMO (spin up / spin down) = -0.612 / -0.670 hartree
net charge = +2
F_max = 6.70 eV/Å

XYZ file:
```
18
C5H8CuLiO3 (wB97M-V/def2-TZVPD)
C -0.2383 -0.1048 0.2032
C 0.9917 0.5424 0.2110
H -0.1613 -1.1101 -0.2416
H -0.6603 0.8612 -0.3680
H 1.4766 0.0347 1.1759
Li -1.4165 1.2035 2.7338
O -0.9693 -2.0040 3.3198
Cu 1.0907 -3.9037 2.1765
O 0.5691 -2.1330 1.7944
C -0.4871 -1.5995 2.1866
O -0.8703 -0.4367 1.7253
C -1.6198 -1.0930 4.2360
C -2.0066 -1.8721 5.4650
H -0.9070 -0.2966 4.5013
H -2.5077 -0.6783 3.7341
H -1.1119 -2.2303 5.9881
H -2.5811 -1.2106 6.1257
H -2.6154 -2.7447 5.1999
```


Computed, not measured: the molecule C3H4N2OS, with wB97M-V/def2-TZVPD.

ΔE to the lowest compared entry with this formula, charge and spin = 2.467 eV
structure (SMILES) = Cc1onnc1S
E_HOMO = -0.330 hartree
F_max = 2.58 eV/Å

XYZ file:
```
11
C3H4N2OS (wB97M-V/def2-TZVPD)
C 1.5009 -1.0874 1.3159
C 0.2517 -0.3420 0.8456
O -0.8148 -0.2926 1.6081
N -1.7828 0.4262 0.9471
N -1.3335 0.7908 -0.1997
C -0.0759 0.2945 -0.3473
S 0.6890 0.3096 -1.9752
H 1.3279 -1.4268 2.3172
H 2.3803 -0.4887 1.3009
H 1.7591 -1.9814 0.6623
H 1.7813 -0.4257 -1.6585
```


Computed, not measured: a structure of composition C23H53N2O4PSi2, with wB97M-V/def2-TZVPD.

2S+1 = 3
ΔE to the lowest compared entry with this formula, charge and spin = 3.092 eV
E_HOMO (spin up / spin down) = -0.291 / -0.291 hartree
F_max = 5.11 eV/Å

XYZ file:
```
85
C23H53N2O4PSi2 (wB97M-V/def2-TZVPD)
C 2.6217 5.1839 -6.0408
C 3.1444 3.6597 -5.6324
P 1.8935 2.7756 -4.4294
C 0.7423 1.8018 -5.6630
Si 2.9291 1.2922 -3.1634
O 2.5937 1.4345 -1.4446
Si 3.1069 2.9801 -0.7853
C 2.6040 3.0321 1.1005
C 3.8831 3.0438 2.1260
O 5.2020 2.9677 1.4760
H 3.5548 5.9103 -5.8781
H 2.3789 5.2500 -7.2070
H 1.6799 5.5139 -5.4137
H 4.2333 3.6956 -5.2051
H 3.1405 3.0482 -6.6571
H 1.4278 1.0519 -6.2778
H -0.1203 1.2254 -5.1216
H 0.3765 2.6137 -6.4361
H 4.3826 1.2090 -3.4556
H 2.3890 -0.0289 -3.5767
H 4.5157 3.3085 -1.0184
H 2.3341 4.0774 -1.4189
H 1.9905 4.0319 1.2841
H 1.9384 2.0899 1.3595
H 3.8838 4.0210 2.8060
H 3.7473 2.1367 2.8859
H 5.6414 3.8683 1.6472
C -5.4795 -0.7082 -2.6065
C -3.9659 -0.7695 -2.9709
C -3.2719 -2.0355 -2.3808
C -2.8234 -1.9395 -0.9298
C -2.0701 -0.6413 -0.6698
C -2.8933 0.5986 -1.1023
N -3.3280 0.5187 -2.5419
O -2.1876 0.7202 -3.3411
C -4.1106 0.7244 -0.1436
C -2.0688 1.8914 -0.8113
C -3.9852 -0.9903 -4.5261
H -5.7395 0.1001 -1.9247
H -6.1038 -0.5120 -3.4864
H -5.8267 -1.6441 -2.1562
H -2.3731 -2.2600 -2.9731
H -3.9244 -2.9106 -2.4910
H -3.6854 -2.0322 -0.2618
H -2.1691 -2.7866 -0.6952
H -1.8183 -0.5785 0.3969
H -1.1099 -0.6684 -1.2016
H -4.7375 1.5819 -0.4136
H -3.7809 0.8801 0.8899
H -4.7433 -0.1651 -0.1159
H -1.0983 1.9021 -1.3160
H -1.8607 1.9913 0.2612
H -2.6264 2.7862 -1.1180
H -4.3896 -0.1154 -5.0524
H -4.6147 -1.8506 -4.7848
H -2.9898 -1.2012 -4.9341
C 1.8141 -3.3047 6.0320
C 0.8667 -2.1685 5.5430
C -0.5928 -2.6744 5.3277
C -0.8767 -3.3567 3.9974
C -0.3230 -2.5463 2.8324
C 1.1850 -2.2369 3.0116
N 1.4726 -1.5475 4.3192
O 0.9865 -0.2308 4.2203
C 1.9674 -3.5744 2.8862
C 1.6893 -1.4071 1.7897
C 0.7971 -1.2076 6.7838
H 2.5710 -3.5953 5.3050
H 2.4019 -2.9988 6.9056
H 1.2574 -4.2069 6.3069
H -1.2815 -1.8200 5.3957
H -0.8819 -3.3522 6.1405
H -0.4659 -4.3711 3.9987
H -1.9593 -3.4710 3.8719
H -0.4905 -3.0981 1.8982
H -0.8965 -1.6151 2.7356
H 3.0436 -3.4150 3.0188
H 1.8280 -4.0182 1.8939
H 1.6465 -4.3406 3.5949
H 1.1378 -0.4727 1.6507
H 1.5774 -1.9738 0.8571
H 2.7551 -1.1655 1.8962
H 1.7673 -0.7317 6.9799
H 0.5147 -1.7640 7.6860
H 0.0493 -0.4154 6.6617
```


Copy entry 2 word for word.
Computed, not measured: the molecule C2H4ClN, with wB97M-V/def2-TZVPD.

ΔE to the lowest compared entry with this formula, charge and spin = 1.675 eV
structure (SMILES) = C/C=N/Cl
E_HOMO = -0.369 hartree
F_max = 3.93 eV/Å

XYZ file:
```
8
C2H4ClN (wB97M-V/def2-TZVPD)
C -0.2537 -1.1050 -0.3076
C 0.1052 0.3712 0.1972
N -0.0371 1.5396 -0.3376
Cl 0.6147 2.8535 0.5438
H 0.3637 -1.7144 0.3110
H -1.3724 -1.0632 -0.1025
H -0.0657 -1.3091 -1.3935
H 0.6453 0.4274 1.0892
```


Please write out number 4 again, unchanged.
Computed, not measured: the molecule C3H4N2OS, with wB97M-V/def2-TZVPD.

ΔE to the lowest compared entry with this formula, charge and spin = 2.467 eV
structure (SMILES) = Cc1onnc1S
E_HOMO = -0.330 hartree
F_max = 2.58 eV/Å

XYZ file:
```
11
C3H4N2OS (wB97M-V/def2-TZVPD)
C 1.5009 -1.0874 1.3159
C 0.2517 -0.3420 0.8456
O -0.8148 -0.2926 1.6081
N -1.7828 0.4262 0.9471
N -1.3335 0.7908 -0.1997
C -0.0759 0.2945 -0.3473
S 0.6890 0.3096 -1.9752
H 1.3279 -1.4268 2.3172
H 2.3803 -0.4887 1.3009
H 1.7591 -1.9814 0.6623
H 1.7813 -0.4257 -1.6585
```


Q: The lowest ΔE to the lowest compared entry with this formula, charge and spin belongs to which entry?
A: C4H8AlFKO3


What did the fifth record say?
Computed, not measured: a structure of composition C23H53N2O4PSi2, with wB97M-V/def2-TZVPD.

2S+1 = 3
ΔE to the lowest compared entry with this formula, charge and spin = 3.092 eV
E_HOMO (spin up / spin down) = -0.291 / -0.291 hartree
F_max = 5.11 eV/Å

XYZ file:
```
85
C23H53N2O4PSi2 (wB97M-V/def2-TZVPD)
C 2.6217 5.1839 -6.0408
C 3.1444 3.6597 -5.6324
P 1.8935 2.7756 -4.4294
C 0.7423 1.8018 -5.6630
Si 2.9291 1.2922 -3.1634
O 2.5937 1.4345 -1.4446
Si 3.1069 2.9801 -0.7853
C 2.6040 3.0321 1.1005
C 3.8831 3.0438 2.1260
O 5.2020 2.9677 1.4760
H 3.5548 5.9103 -5.8781
H 2.3789 5.2500 -7.2070
H 1.6799 5.5139 -5.4137
H 4.2333 3.6956 -5.2051
H 3.1405 3.0482 -6.6571
H 1.4278 1.0519 -6.2778
H -0.1203 1.2254 -5.1216
H 0.3765 2.6137 -6.4361
H 4.3826 1.2090 -3.4556
H 2.3890 -0.0289 -3.5767
H 4.5157 3.3085 -1.0184
H 2.3341 4.0774 -1.4189
H 1.9905 4.0319 1.2841
H 1.9384 2.0899 1.3595
H 3.8838 4.0210 2.8060
H 3.7473 2.1367 2.8859
H 5.6414 3.8683 1.6472
C -5.4795 -0.7082 -2.6065
C -3.9659 -0.7695 -2.9709
C -3.2719 -2.0355 -2.3808
C -2.8234 -1.9395 -0.9298
C -2.0701 -0.6413 -0.6698
C -2.8933 0.5986 -1.1023
N -3.3280 0.5187 -2.5419
O -2.1876 0.7202 -3.3411
C -4.1106 0.7244 -0.1436
C -2.0688 1.8914 -0.8113
C -3.9852 -0.9903 -4.5261
H -5.7395 0.1001 -1.9247
H -6.1038 -0.5120 -3.4864
H -5.8267 -1.6441 -2.1562
H -2.3731 -2.2600 -2.9731
H -3.9244 -2.9106 -2.4910
H -3.6854 -2.0322 -0.2618
H -2.1691 -2.7866 -0.6952
H -1.8183 -0.5785 0.3969
H -1.1099 -0.6684 -1.2016
H -4.7375 1.5819 -0.4136
H -3.7809 0.8801 0.8899
H -4.7433 -0.1651 -0.1159
H -1.0983 1.9021 -1.3160
H -1.8607 1.9913 0.2612
H -2.6264 2.7862 -1.1180
H -4.3896 -0.1154 -5.0524
H -4.6147 -1.8506 -4.7848
H -2.9898 -1.2012 -4.9341
C 1.8141 -3.3047 6.0320
C 0.8667 -2.1685 5.5430
C -0.5928 -2.6744 5.3277
C -0.8767 -3.3567 3.9974
C -0.3230 -2.5463 2.8324
C 1.1850 -2.2369 3.0116
N 1.4726 -1.5475 4.3192
O 0.9865 -0.2308 4.2203
C 1.9674 -3.5744 2.8862
C 1.6893 -1.4071 1.7897
C 0.7971 -1.2076 6.7838
H 2.5710 -3.5953 5.3050
H 2.4019 -2.9988 6.9056
H 1.2574 -4.2069 6.3069
H -1.2815 -1.8200 5.3957
H -0.8819 -3.3522 6.1405
H -0.4659 -4.3711 3.9987
H -1.9593 -3.4710 3.8719
H -0.4905 -3.0981 1.8982
H -0.8965 -1.6151 2.7356
H 3.0436 -3.4150 3.0188
H 1.8280 -4.0182 1.8939
H 1.6465 -4.3406 3.5949
H 1.1378 -0.4727 1.6507
H 1.5774 -1.9738 0.8571
H 2.7551 -1.1655 1.8962
H 1.7673 -0.7317 6.9799
H 0.5147 -1.7640 7.6860
H 0.0493 -0.4154 6.6617
```